(1)
Entry from the Open Molecules 2025 dataset: C3H6N2O3 in the gas phase at a distorted geometry (the ωB97M-V functional and the def2-TZVPD basis).

Kohn-Sham gap (eV): 10.09
E_HOMO (eV): -9.73
SMILES string: NCC(=O)NC(=O)O
Electronic energy (hartree): -453.1650

Cartesian coordinates (Å):
N  -2.18135  0.24476  0.11117
C  -1.32097  -0.82073  0.52999
C  0.09640  -0.33044  0.56000
O  0.80309  -0.30323  1.54674
N  0.71038  0.03965  -0.64944
C  2.04209  0.49094  -0.83905
O  2.58597  0.46609  -1.91140
O  2.71983  0.99066  0.17795
H  -2.63997  0.87555  0.76761
H  -2.12612  0.57678  -0.81954
H  -1.59819  -1.39590  1.42434
H  -1.55907  -1.56886  -0.33195
H  0.27302  -0.11121  -1.60727
H  2.19488  0.84594  1.04086

Cartesian forces, eV/Å:
-1.563 0.822 1.716
-1.098 -1.306 -2.718
2.128 -0.694 -0.802
-0.538 0.310 0.857
-1.137 -0.114 -1.876
0.942 0.168 -0.383
-0.988 -0.304 -0.402
-1.448 -0.251 2.470
0.648 -0.412 -0.335
0.114 0.133 -0.519
0.087 0.865 -0.003
1.440 0.647 1.412
0.581 0.115 2.042
0.833 0.020 -1.460

***

(2)
Entry from the Open Molecules 2025 dataset: C3H6N2O3 in the gas phase at a distorted geometry (the ωB97M-V functional and the def2-TZVPD basis).

Kohn-Sham gap (eV): 9.35
E_HOMO (eV): -9.13
SMILES string: O=CCON/C=N\O
Electronic energy (hartree): -452.9673

Cartesian coordinates (Å):
O  0.02218  1.17631  -1.61032
C  -0.01264  1.88894  -0.59628
C  0.51433  1.29912  0.76776
O  0.60902  -0.07870  0.78902
N  -0.70664  -0.62331  0.57897
C  -0.64570  -1.96479  0.08480
N  0.01525  -2.34571  -0.89731
O  0.61136  -1.55241  -1.82373
H  -0.33811  2.97675  -0.61412
H  -0.01474  1.62073  1.70681
H  1.66818  1.59632  0.76873
H  -1.14107  -0.71295  1.48421
H  -1.05775  -2.68426  0.80033
H  0.47633  -0.59606  -1.43886

Cartesian forces, eV/Å:
-0.236 2.233 2.419
0.394 -1.837 -0.962
1.812 1.312 -0.283
-0.344 -1.105 -0.533
-0.666 -0.004 -0.274
0.767 1.370 1.527
0.045 -2.584 -1.685
-0.736 2.680 2.359
0.274 -1.024 -0.078
0.410 0.428 -1.053
-2.390 -0.075 0.353
0.069 0.379 0.490
0.042 -0.151 -0.698
0.558 -1.621 -1.582

***

(3)
Entry from the Open Molecules 2025 dataset: C3H6N2O3 in the gas phase at a distorted geometry (the ωB97M-V functional and the def2-TZVPD basis).

Kohn-Sham gap (eV): 9.33
E_HOMO (eV): -8.66
SMILES string: C=C(O)NC(=O)NO
Electronic energy (hartree): -453.0321

Cartesian coordinates (Å):
C  -2.11151  0.66664  0.26614
C  -1.40044  -0.41309  -0.06437
O  -1.90096  -1.67206  -0.24452
N  -0.04791  -0.43012  -0.37861
C  0.84729  0.54525  -0.18090
O  0.84053  1.64961  0.30653
N  2.07362  -0.31592  -0.30880
O  3.04939  -0.04702  0.67465
H  -3.18655  0.61547  0.34821
H  -1.62430  1.61141  0.43138
H  -2.85930  -1.64502  -0.14393
H  0.89163  -1.21932  -0.38926
H  2.51542  -0.23649  -1.22529
H  2.91308  0.89066  0.90877

Cartesian forces, eV/Å:
0.189 -0.145 0.003
-0.428 -0.058 -0.666
0.027 0.196 -0.057
1.305 -1.152 -0.041
0.322 -0.685 1.763
0.123 -0.120 -0.768
1.331 0.546 -0.449
-0.302 0.292 -0.191
-0.027 -0.119 0.197
0.045 0.066 -0.117
0.075 0.035 0.082
-2.773 0.902 0.247
0.109 0.315 0.076
0.004 -0.075 -0.077

***

(4)
Entry from the Open Molecules 2025 dataset: C3H6N2O3 in the gas phase at a distorted geometry (the ωB97M-V functional and the def2-TZVPD basis).

Kohn-Sham gap (eV): 10.08
E_HOMO (eV): -9.48
SMILES string: OC[C@H]1ON=CNO1
Electronic energy (hartree): -452.9365

Cartesian coordinates (Å):
O  -1.59544  -1.89892  -0.56160
C  -1.32083  -0.75478  0.27025
C  0.06397  -0.56207  0.92460
O  1.11985  -0.72477  -0.18684
N  1.22182  0.21676  -1.22895
C  0.92525  1.45816  -0.85535
N  -0.09822  1.73598  0.23155
O  0.08868  0.73426  1.28176
H  -0.85608  -2.21271  -1.21373
H  -1.56826  0.09862  -0.42300
H  -1.99910  -0.79972  1.28792
H  0.32588  -1.24255  1.78334
H  1.19073  2.19018  -1.50115
H  0.12654  2.56458  0.74484

Cartesian forces, eV/Å:
1.614 -1.136 -0.446
-1.300 -0.947 0.667
0.109 -0.116 -4.487
-1.013 -1.306 0.837
-0.004 3.123 2.664
-2.698 -5.056 2.248
2.448 -2.129 -1.740
0.518 2.416 2.159
-1.571 1.556 2.187
0.348 -0.348 1.507
0.992 0.080 -2.936
-0.032 0.882 -1.086
0.324 2.408 -1.873
0.266 0.571 0.300

***

(5)
Entry from the Open Molecules 2025 dataset: C3H6N2O3S in the gas phase at a distorted geometry (the ωB97M-V functional and the def2-TZVPD basis).

Kohn-Sham gap (alpha / beta) (eV): 8.29 / 8.74
E_HOMO (alpha / beta) (eV): -9.65 / -10.15
Electronic energy (hartree): -851.1464

Cartesian coordinates (Å):
C  -0.56208  -1.02760  -0.73960
C  0.46201  0.91403  0.18201
C  -0.60684  0.64320  1.11283
N  0.30730  0.11132  -0.99128
N  -0.19176  -1.67638  0.39123
O  -1.97132  -0.67153  -0.65817
O  -3.24432  0.93282  0.77256
O  -1.68598  1.88855  -0.81959
S  -2.01634  0.82596  0.06351
H  -0.53044  -1.82413  -1.53310
H  0.57261  1.94649  -0.19475
H  1.48544  0.59978  0.65249
H  -0.47878  0.87166  2.11115
H  -0.03016  0.88048  -1.60138
H  -0.80075  -2.37570  0.78690

Cartesian forces, eV/Å:
-0.366 -0.509 -2.091
4.992 -0.788 1.674
-0.250 -0.759 -2.400
-0.543 0.235 -1.705
2.012 0.786 2.258
-0.375 2.555 0.167
-0.217 -0.498 0.025
-0.149 0.356 -1.118
-1.745 -1.310 1.648
0.130 0.961 -0.010
-0.166 -0.228 0.786
-1.651 0.872 -0.354
-0.551 0.226 2.027
-0.296 -2.140 -0.712
-0.825 0.243 -0.194

***

(6)
Entry from the Open Molecules 2025 dataset: 2 unconnected molecules or ions with the total composition C3H6N2O4 at a distorted geometry (the ωB97M-V functional and the def2-TZVPD basis).

Kohn-Sham gap (alpha / beta) (eV): 7.51 / 9.84
E_HOMO (alpha / beta) (eV): -8.11 / -9.64
Electronic energy (hartree): -528.1121

Cartesian coordinates (Å):
C  0.34247  -1.10661  -0.20111
C  1.35542  -1.99507  0.54804
C  0.07137  2.41862  -0.50842
N  -0.05957  1.06853  -0.89564
N  -2.12363  -0.30426  0.24787
O  -0.70734  -1.42080  -0.75904
O  -1.72482  -0.22817  1.34637
O  -3.02908  -0.19079  -0.45976
O  0.70227  0.15402  -0.15807
H  1.93850  -2.62121  -0.17068
H  0.69007  -2.63892  1.31676
H  2.02218  -1.37105  1.19019
H  -0.32551  2.82611  -1.48128
H  -0.26081  2.64825  0.48560
H  1.10849  2.76135  -0.50082

Cartesian forces, eV/Å:
-1.555 -1.858 -1.087
-1.663 -0.618 1.540
1.572 0.047 -1.782
-0.570 -2.588 -0.397
2.250 0.307 -1.364
2.880 -1.293 0.226
-1.187 0.367 1.910
-2.471 0.412 0.288
1.193 3.310 0.659
-0.630 0.392 0.748
1.663 1.119 -2.013
-0.427 -0.468 -0.776
-0.419 0.704 1.778
-1.096 0.373 0.275
0.462 -0.204 -0.004

***

(7)
Entry from the Open Molecules 2025 dataset: a molecular structure, C3H6N2O5 at a distorted geometry (the ωB97M-V functional and the def2-TZVPD basis).

Kohn-Sham gap (eV): 9.99
E_HOMO (eV): -10.57
Electronic energy (hartree): -603.4698

Cartesian coordinates (Å):
C  0.74635  -1.93127  0.62351
C  0.91392  1.80515  0.67533
C  0.79610  -0.47370  0.02842
N  -0.13307  -2.78434  0.01620
N  1.93587  -0.40211  -0.94093
O  1.47725  -2.19812  1.50110
O  1.79979  -0.97908  -1.99890
O  2.96026  0.06865  -0.51784
O  -0.57152  -0.19303  -1.14827
O  0.67298  0.35795  1.00577
H  0.44314  2.02772  -0.30360
H  1.97381  2.03084  0.65741
H  0.30776  2.31369  1.51709
H  -0.90237  -2.26040  -0.54548
H  -0.32693  -3.60278  0.47187
H  -0.37555  -0.63320  -1.99280

Cartesian forces, eV/Å:
-2.013 -0.028 -2.425
-2.157 -0.005 1.105
-3.629 -1.043 -2.407
-1.039 4.678 -2.516
0.640 -0.596 -0.183
1.771 -0.435 1.993
0.005 0.256 0.080
0.240 0.501 0.102
2.067 -0.571 2.555
0.851 1.878 -0.759
0.239 -0.242 0.616
-0.022 -0.131 0.310
1.362 -0.580 -1.502
1.796 -1.469 1.367
-0.601 -2.336 1.236
0.491 0.122 0.428

***

(8)
Entry from the Open Molecules 2025 dataset: 2 unconnected molecules or ions with the total composition C3H6N2O6 at a distorted geometry (the ωB97M-V functional and the def2-TZVPD basis).

Kohn-Sham gap (alpha / beta) (eV): 10.76 / 7.28
E_HOMO (alpha / beta) (eV): -10.90 / -8.33
Electronic energy (hartree): -678.4880

Cartesian coordinates (Å):
N  3.34367  0.87874  2.60588
O  4.33089  0.66452  3.18003
C  -0.68034  1.89694  -0.64098
C  0.06441  0.60354  -0.47733
C  -0.86538  -0.61391  -0.38545
O  -0.13186  -1.76245  -0.77479
N  -1.05713  -2.90765  -0.53703
O  -0.62824  -3.97495  -0.93823
O  -2.10793  -2.63245  0.02721
O  0.78894  0.47633  0.78920
O  1.71744  1.43370  0.91300
H  -1.15461  1.91486  -1.62887
H  -1.47142  1.99156  0.10619
H  -0.00263  2.74494  -0.58000
H  0.81973  0.49403  -1.27999
H  -1.21275  -0.69331  0.64804
H  -1.75277  -0.51445  -1.02688

Cartesian forces, eV/Å:
2.257 -0.516 1.644
-1.570 0.303 -0.957
-0.312 0.148 0.080
0.363 -1.196 -0.350
-0.009 1.358 -0.334
-1.634 -1.688 0.512
0.254 -0.755 -0.072
-0.838 2.341 0.840
1.855 -0.992 -1.153
0.931 1.664 -0.063
-1.609 -0.824 -0.782
0.127 -0.060 0.142
0.082 0.086 0.035
0.008 -0.013 0.106
-0.368 -0.078 0.386
0.137 0.035 -0.124
0.325 0.185 0.091